Below is CH28LiO17 as an isolated structure, with properties calculated with the ωB97M-V functional and the def2-TZVPD basis.

Last column: Mulliken charge in e.
Atoms and positions in Å:
Li  -0.04  2.79  -12.87  0.883
C  -0.11  1.56  -10.87  0.431
O  -0.16  0.39  -9.96  -0.377
O  -1.21  2.08  -11.26  -0.237
O  1.02  1.96  -11.21  -0.889
O  0.93  1.54  -7.77  -0.673
H  0.19  1.54  -7.15  0.276
H  0.52  1.27  -8.62  0.309
O  -1.73  3.62  -13.80  -0.534
H  -2.22  4.02  -13.09  0.274
H  -1.78  4.22  -14.51  0.262
O  -0.32  0.95  -13.83  -0.402
H  0.29  0.57  -14.47  0.253
H  -0.86  0.21  -13.58  0.164
O  -1.77  3.26  -9.05  -0.851
H  -1.63  2.75  -9.85  0.303
H  -0.93  3.63  -8.87  0.485
O  2.78  0.80  -12.78  -0.674
H  2.97  1.54  -13.26  0.301
H  2.12  1.24  -12.19  0.306
O  -2.46  4.70  -11.33  -0.575
H  -2.96  5.52  -11.22  0.207
H  -2.13  4.57  -10.46  0.301
O  2.76  0.15  -9.54  -0.691
H  1.94  0.55  -9.89  0.178
H  3.52  0.75  -9.73  0.311
O  3.28  3.28  -10.57  -0.671
H  2.56  2.78  -10.94  0.352
H  4.07  2.89  -10.95  0.337
O  -3.34  1.17  -11.72  -0.804
H  -2.47  1.53  -11.63  0.274
H  -3.55  0.61  -11.05  0.366
O  -2.42  -0.40  -9.16  -0.753
H  -1.57  0.06  -9.40  0.380
H  -2.78  0.20  -8.50  0.322
O  0.27  4.59  -12.03  -0.504
H  -0.66  4.66  -11.81  0.380
H  0.33  5.43  -12.54  0.263
O  0.36  -1.91  -8.58  -0.674
H  0.32  -1.12  -9.15  0.407
H  0.03  -1.73  -7.69  0.254
O  0.99  4.44  -9.32  -0.652
H  0.90  3.89  -10.14  0.235
H  0.30  5.08  -9.45  0.315
O  -1.07  -1.12  -12.17  -0.820
H  -0.81  -0.54  -11.41  0.307
H  -1.77  -0.69  -12.61  0.344

## Properties
F_max: 0.122 hartree/bohr
E_tot: -36508.8729 eV
energy above the lowest of the compared OMol25 structures with the same formula, charge and spin: 23.6 kcal per mole
total charge: -1

***

Below is a 2-piece molecular cluster, C27H30NO overall, with properties calculated with the ωB97M-V functional and the def2-TZVPD basis.

Last column: Mulliken charge in e.
Atoms and positions in Å:
C  2.74  -0.35  -5.08  -1.474
C  2.44  0.01  -3.66  1.052
C  2.79  -0.88  -2.63  -0.622
C  2.49  -0.59  -1.32  -0.698
C  1.82  0.62  -0.96  0.944
C  1.45  0.82  0.39  -0.545
C  0.80  1.96  0.93  1.118
C  1.05  2.32  2.28  -0.556
C  0.39  3.38  2.87  -0.879
C  -0.56  4.12  2.15  1.186
C  -1.28  5.25  2.80  -1.426
C  -0.83  3.78  0.82  -1.204
C  -0.18  2.71  0.21  -0.719
C  1.62  1.58  -2.01  -0.498
C  1.89  1.25  -3.33  -0.995
H  2.20  0.31  -5.77  0.388
H  3.81  -0.27  -5.30  0.315
H  2.45  -1.39  -5.28  0.350
H  3.30  -1.81  -2.89  0.451
H  2.74  -1.30  -0.52  0.387
H  1.82  0.08  1.10  0.327
H  1.76  1.72  2.86  0.413
H  0.58  3.65  3.91  0.409
H  -1.75  5.91  2.06  0.384
H  -2.07  4.88  3.47  0.278
H  -0.60  5.85  3.42  0.389
H  -1.57  4.35  0.26  0.332
H  -0.44  2.43  -0.81  0.591
H  1.24  2.57  -1.77  0.765
H  1.68  1.97  -4.12  0.397
C  -0.88  -0.01  5.06  -0.558
C  -1.63  0.78  4.18  -0.579
C  -1.71  0.44  2.83  -0.413
C  -1.03  -0.69  2.32  0.811
C  -1.06  -0.98  0.90  -0.701
C  -0.54  -2.10  0.31  -0.012
N  -0.89  -2.61  -0.91  0.436
C  -0.31  -3.92  -1.25  -0.549
C  -0.44  -4.16  -2.75  -0.568
O  -1.79  -3.99  -3.17  -0.358
C  -2.26  -2.66  -2.94  -0.732
C  -2.21  -2.28  -1.46  -0.371
C  -0.33  -1.52  3.23  -0.324
C  -0.25  -1.17  4.58  -0.773
H  -0.81  0.26  6.11  0.394
H  -2.14  1.67  4.55  0.431
H  -2.28  1.07  2.14  0.435
H  -1.54  -0.23  0.26  0.125
H  0.28  -2.65  0.79  0.240
H  0.74  -3.92  -0.95  0.390
H  -0.85  -4.72  -0.71  0.301
H  0.25  -3.48  -3.28  0.222
H  -0.21  -5.21  -2.98  0.358
H  -1.67  -1.93  -3.53  0.306
H  -3.31  -2.68  -3.28  0.342
H  -3.00  -2.84  -0.93  0.283
H  -2.40  -1.21  -1.34  0.299
H  0.16  -2.41  2.85  0.295
H  0.32  -1.80  5.27  0.411

## Properties
F_max: 0.020 hartree/bohr
E_tot: -32015.8602 eV
energy above the lowest of the compared OMol25 structures with the same formula, charge and spin: 15.1 kcal per mole
total charge: +1

***

Below is one molecule with the formula C17H14N4O2S, with properties calculated with the ωB97M-V functional and the def2-TZVPD basis.

Last column: Mulliken charge in e.
Atoms and positions in Å:
C  0.66  7.36  -2.11  -0.839
H  0.94  8.27  -1.59  0.238
O  0.73  6.33  -1.16  -0.458
C  0.43  5.06  -1.54  0.936
C  0.05  4.68  -2.83  -0.352
C  -0.23  3.36  -3.11  -0.937
C  -0.14  2.39  -2.11  0.411
C  0.24  2.76  -0.82  -0.517
C  0.52  4.08  -0.55  -0.550
H  0.82  4.39  0.44  0.432
H  0.32  2.02  -0.04  0.467
C  -0.44  1.01  -2.44  0.528
N  -0.81  0.56  -3.61  -0.302
N  -1.01  -0.76  -3.57  -0.807
C  -0.77  -1.13  -2.35  0.252
N  -0.40  -0.05  -1.57  0.990
N  -0.12  -0.29  -0.29  -1.326
C  -0.26  -1.54  -0.04  -0.180
C  -0.02  -2.16  1.29  -0.041
O  -0.28  -3.53  1.15  -0.176
C  -0.14  -4.35  2.23  0.617
C  0.24  -3.94  3.50  -0.390
C  0.34  -4.87  4.52  -0.582
C  0.07  -6.20  4.29  -0.565
C  -0.31  -6.62  3.03  -0.417
C  -0.42  -5.70  2.00  -0.457
H  -0.72  -6.00  1.01  0.386
H  -0.53  -7.66  2.84  0.371
H  0.15  -6.92  5.10  0.375
H  0.64  -4.54  5.51  0.356
H  0.46  -2.90  3.71  0.359
H  1.02  -1.97  1.61  0.373
H  -0.69  -1.70  2.04  0.374
S  -0.75  -2.56  -1.38  -0.100
H  -0.53  3.05  -4.10  0.460
H  -0.03  5.41  -3.62  0.398
H  1.36  7.19  -2.94  0.338
H  -0.36  7.47  -2.51  0.338

## Properties
F_max: 0.032 hartree/bohr
E_tot: -38745.0120 eV
energy above the lowest of the compared OMol25 structures with the same formula, charge and spin: 79.9 kcal per mole